{"formula": "C18H31F9FeNO11S3", "method": "wB97M-V/def2-TZVPD", "elements": ["Fe", "C", "C", "C", "O", "H", "H", "H", "H", "H", "H", "H", "C", "F", "F", "F", "S", "O", "O", "O", "C", "F", "F", "F", "S", "O", "O", "N", "S", "O", "O", "C", "F", "F", "F", "C", "C", "C", "O", "C", "H", "H", "H", "H", "H", "H", "H", "H", "C", "C", "C", "O", "C", "H", "H", "H", "H", "H", "H", "H", "H", "C", "C", "C", "O", "C", "H", "H", "H", "H", "H", "H", "H", "H"], "positions_angstrom": [[24.2107, -4.7377, -33.8917], [28.1490, -3.7145, -32.2954], [27.5254, -4.6520, -33.3615], [28.1567, -6.0319, -33.2760], [26.1523, -4.7323, -33.3359], [27.6268, -2.7652, -32.1976], [29.2018, -3.5226, -32.5046], [28.0487, -4.3228, -31.3907], [27.8117, -4.1710, -34.3162], [27.9798, -6.4894, -32.3011], [29.2467, -5.9855, -33.3962], [27.8269, -6.6635, -34.1024], [22.9949, -2.1211, -30.5753], [24.1095, -2.7577, -30.2061], [22.3165, -1.7476, -29.5026], [23.3779, -1.0320, -31.2499], [21.9619, -3.2991, -31.6631], [22.9430, -3.8747, -32.6167], [21.4160, -4.3270, -30.8017], [20.9370, -2.5025, -32.2906], [17.1756, -6.1633, -35.2514], [17.2895, -5.7145, -36.4912], [16.1660, -5.5761, -34.6273], [16.9320, -7.4685, -35.3618], [18.7508, -5.9582, -34.2146], [18.3995, -6.1874, -32.8423], [19.6572, -6.9321, -34.7871], [19.1930, -4.3116, -34.5046], [20.2667, -4.4070, -35.6613], [21.6234, -4.2954, -35.1654], [20.0680, -5.3225, -36.7675], [20.0093, -2.7996, -36.6549], [18.9992, -2.9020, -37.5173], [19.7554, -1.7551, -35.8555], [21.1233, -2.5270, -37.3380], [25.3842, -6.1527, -37.7991], [24.1260, -6.9801, -37.5738], [23.3076, -6.0133, -36.7417], [24.2544, -5.4369, -35.8566], [25.6021, -5.5680, -36.3636], [25.1659, -5.3174, -38.4623], [26.3200, -6.6755, -37.9960], [24.2965, -7.9752, -37.1593], [23.6836, -7.1817, -38.5541], [22.4973, -6.5666, -36.2672], [22.8477, -5.2756, -37.4029], [26.1982, -6.2743, -35.7909], [26.0957, -4.6059, -36.4794], [23.2468, -8.8670, -33.9417], [22.0572, -8.4337, -33.0666], [22.3657, -6.9802, -32.6678], [23.5620, -6.6053, -33.3854], [24.2776, -7.8173, -33.5825], [23.0429, -8.8495, -35.0118], [23.6078, -9.8614, -33.6787], [21.9565, -9.0216, -32.1559], [21.1089, -8.3792, -33.5987], [22.4442, -6.7958, -31.5958], [21.5830, -6.3096, -33.0179], [24.8977, -8.0356, -32.7061], [25.0168, -7.6290, -34.3667], [23.9466, -0.6509, -34.2984], [23.7158, -0.9095, -35.7946], [24.3526, -2.2915, -36.0742], [24.5456, -2.8734, -34.7970], [24.8260, -1.8112, -33.8831], [22.9893, -0.6976, -33.7803], [24.4377, 0.3088, -34.1530], [24.2013, -0.1514, -36.4167], [22.6915, -0.8852, -36.1629], [25.2763, -2.1134, -36.6340], [23.6475, -2.9376, -36.5943], [25.8880, -1.5385, -33.8874], [24.6679, -2.1336, -32.8568]], "orbital_gap_ev": [8.28, 7.72], "de_lowest_ev": 1.6192, "charge": -1, "multiplicity": 5, "total_energy_ha": -4943.98444, "homo_energy_ev": [-5.98, -5.42], "largest_force_ev_per_a": 3.6, "lumo_energy_ha": [0.0845, 0.0845]}